(1)
Density functional theory data (ωB97M-V with the def2-TZVPD basis set) for H29MnO16P as an isolated structure in a non-equilibrium geometry.

Last column: Mulliken spin population.
Cartesian coordinates (Å):
1 O 2.18483 -1.53759 2.12688  0.001
2 H 3.03429 -1.25656 1.77896  0.001
3 H 1.98780 -2.38806 1.72752  -0.001
4 H 1.48738 -0.88965 2.00303  0.012
5 O 2.16689 -1.13088 -2.02152  0.000
6 H 2.82634 -1.73992 -1.68123  0.000
7 H 1.95130 -0.48712 -1.34277  -0.001
8 H 1.42203 -1.68312 -2.27016  0.000
9 O -0.25861 -3.46914 -0.41250  0.000
10 H -0.50389 -2.54427 -0.33477  0.000
11 H 0.09902 -3.63122 -1.28853  0.000
12 H 0.44766 -3.59339 0.22574  0.000
13 O -1.45665 -0.45165 -2.87813  0.000
14 H -0.85374 0.12875 -3.34847  0.000
15 H -1.16396 -0.62175 -1.97980  -0.002
16 H -1.43752 -1.34382 -3.23206  0.000
17 O 3.34206 1.58748 0.31612  0.000
18 H 2.45511 1.29099 0.09929  -0.001
19 H 3.88042 0.82446 0.53879  0.000
20 H 3.39195 2.27042 0.98895  0.000
21 Mn -1.07587 1.38463 2.33004  4.840
22 P -0.07461 0.06314 0.28760  -0.028
23 O 1.35412 0.27203 -0.20292  0.001
24 O -0.77986 -0.98279 -0.56732  -0.011
25 O -0.87506 1.39481 0.35962  0.047
26 O -0.06012 -0.19255 1.76311  0.047
27 O 0.42867 1.39000 -2.68916  -0.001
28 H 0.76785 2.20470 -3.05992  0.000
29 H 0.74346 1.38836 -1.78521  -0.001
30 O 0.88921 3.18680 -0.35364  0.000
31 H 0.33469 3.58751 -1.02310  0.000
32 H 0.33131 2.52545 0.05576  0.010
33 O -1.33613 -2.48737 2.23871  0.000
34 H -0.94119 -1.62983 2.08095  0.005
35 H -1.76702 -2.40038 3.08900  -0.001
36 O -3.29124 -1.11935 -0.22597  0.000
37 H -3.44544 -2.01684 0.06894  0.000
38 H -2.33834 -1.04336 -0.27541  0.000
39 O -2.47776 2.34461 -1.43903  0.002
40 H -2.85181 1.51678 -1.74073  0.000
41 H -1.83093 2.09001 -0.78097  0.006
42 O -2.92934 0.50120 2.12181  0.039
43 H -3.15919 0.06543 1.30114  0.003
44 H -3.77051 0.68234 2.54114  0.002
45 O 0.69194 2.62733 2.44970  0.025
46 H 0.99240 3.18153 1.72941  0.001
47 H 1.46806 2.13187 2.71116  0.002

Values from the calculation:
Net charge   +4
2S+1   6
Lowest unoccupied orbital energy (spin up / spin down)   -14.90 / -14.90 eV
⟨S²⟩   8.75
HOMO level (spin up / spin down)   -0.77572 / -0.77573 hartree
Frontier orbital gap (spin up / spin down)   6.21 / 6.21 eV

***

(2)
Density functional theory data (ωB97M-V with the def2-TZVPD basis set) for a 15-piece molecular cluster, H29O15 overall in a non-equilibrium geometry.

Last column: natural (NBO) charge in e.
Cartesian coordinates (Å):
1 O -4.66115 -1.67366 -1.76183  -0.925
2 H -4.70047 -1.13182 -0.95597  0.471
3 H 1.00929 -2.06735 3.11782  0.495
4 O 3.01348 2.46467 1.56348  -1.013
5 H 3.89880 2.27055 2.03968  0.472
6 H 2.66374 1.63583 1.09468  0.494
7 O 0.47586 -2.91390 3.48689  -0.981
8 H 1.12494 -3.58638 3.48507  0.449
9 H -1.71047 1.27163 1.86868  0.489
10 O -2.61914 1.17711 -3.26029  -0.937
11 H -1.98075 0.92698 -3.93980  0.468
12 H -2.14721 0.88878 -2.60722  0.465
13 O -2.20367 -0.74108 -1.50938  -0.978
14 H -2.83841 -1.42664 -1.89954  0.480
15 H 1.09897 0.18913 -1.29818  0.478
16 O -2.11451 -3.30974 1.23584  -0.964
17 H -1.92132 -2.92877 2.09021  0.494
18 H -1.91723 -2.84950 0.51091  0.471
19 O 1.48305 0.47512 0.47152  -1.251
20 H -2.61540 -0.32836 -0.77276  0.481
21 H 1.01269 1.19436 0.08562  0.453
22 O -0.71678 -1.45201 -4.27022  -0.945
23 H -1.58610 -1.55347 -3.77312  0.461
24 H -4.22455 -0.88992 -2.30025  0.472
25 O 3.72504 -0.86715 -2.83740  -0.964
26 H 2.93239 -0.30233 -2.99524  0.501
27 H 3.48175 -1.70662 -3.19524  0.451
28 O 3.27464 -0.16351 2.16979  -0.968
29 H 3.34551 -0.76355 1.58183  0.443
30 O 0.51562 -0.36403 2.77054  -1.037
31 H 0.84298 -0.40065 1.75987  0.523
32 H 1.41816 -0.23435 3.10813  0.483
33 O -0.24767 4.12416 -1.42366  -0.934
34 H -0.65566 4.86442 -1.93314  0.468
35 H -0.14219 4.32919 -0.57940  0.466
36 O 1.67535 -0.55865 -1.65252  -1.015
37 H 2.11823 -0.61833 -0.74681  0.508
38 H -0.14095 -1.88421 -3.62490  0.484
39 O -2.25525 0.49117 2.21507  -0.993
40 H -1.64361 -0.22579 2.52351  0.502
41 H 2.61735 0.33542 1.65735  0.481
42 O 0.10284 2.88724 2.73896  -0.951
43 H 0.24794 2.05626 2.86217  0.466
44 H 0.96387 3.35975 2.89926  0.484

Values from the calculation:
Net charge   -1
Lowest unoccupied orbital energy   2.46 eV
HOMO level   -0.23362 hartree
Frontier orbital gap   8.81 eV

***

(3)
Density functional theory data (ωB97M-V with the def2-TZVPD basis set) for a 15-piece molecular cluster, H29O15 overall in a non-equilibrium geometry.

Last column: natural (NBO) charge in e.
Cartesian coordinates (Å):
1 O 0.20788 -0.50138 -1.63320  -1.023
2 H 1.01282 -0.15349 -2.04527  0.511
3 H -1.83353 1.07167 -4.74537  0.477
4 O 3.45490 -0.24213 2.64742  -0.987
5 H 3.31032 0.68931 2.45619  0.456
6 H -3.53512 -0.09771 -1.62803  0.464
7 O -1.78803 0.16997 -5.06104  -0.944
8 H 1.06302 1.00722 1.04798  0.515
9 H 3.57230 -1.77842 -0.46724  0.480
10 O -1.27388 4.20829 -1.79671  -1.043
11 H 1.87826 2.18422 -3.36352  0.487
12 H -1.07802 3.89920 -0.86963  0.504
13 O 0.52166 -2.95998 -0.84093  -1.026
14 H 0.44984 -2.01904 -1.27153  0.498
15 H 2.56465 0.88397 0.72252  0.480
16 O 1.47884 -1.65664 1.59590  -1.101
17 H -3.25338 -2.55067 2.26034  0.462
18 H 0.54144 -1.23433 1.02574  0.500
19 O -0.44807 -0.23984 1.13136  -1.225
20 H 0.16013 -3.45607 -1.57307  0.461
21 H 2.59983 -0.69841 2.60305  0.511
22 O -0.62889 3.39583 0.47201  -0.998
23 H -1.20964 2.72794 1.08408  0.513
24 H -0.03512 -0.40489 -0.65280  0.543
25 O 2.47654 2.04237 -2.64377  -0.992
26 H 2.28163 2.33930 -1.76167  0.505
27 H -2.68606 -0.17705 -4.96875  0.467
28 O -4.01198 -2.53179 1.64758  -0.920
29 H -1.47174 5.11078 -2.00341  0.462
30 O -1.99694 1.94462 2.20378  -0.956
31 H -1.87032 1.02434 1.88682  0.526
32 H -3.63348 -3.26210 1.12242  0.459
33 O 0.35771 -2.99310 3.93836  -0.973
34 H 0.05668 -3.20647 3.05608  0.484
35 H 1.26915 -2.71720 3.98460  0.489
36 O 1.80286 1.45160 0.62859  -1.005
37 H -0.92881 -0.96795 1.53443  0.449
38 H 0.10135 2.81948 0.18238  0.488
39 O 3.64384 -2.73939 -0.70262  -0.972
40 H 1.72633 -2.32091 0.94105  0.464
41 H -1.61058 2.00823 3.09805  0.487
42 O -3.68813 0.83985 -1.54479  -0.947
43 H 2.74992 -3.10677 -0.73666  0.488
44 H -2.83699 1.16620 -1.22106  0.483

Values from the calculation:
Net charge   -1
Lowest unoccupied orbital energy   2.41 eV
HOMO level   -0.24866 hartree
Frontier orbital gap   9.18 eV

***

(4)
Density functional theory data (ωB97M-V with the def2-TZVPD basis set) for a 2-piece molecular cluster, H2I2NP overall in a non-equilibrium geometry.

Last column: natural (NBO) charge in e.
Cartesian coordinates (Å):
1 N 1.47521 0.08797 0.49130  -0.865
2 P -1.05525 0.01662 -0.87262  0.275
3 I -2.31733 1.74868 0.18949  -0.025
4 I -1.86540 -2.02706 0.09957  -0.031
5 H 1.88233 0.90976 0.03910  0.324
6 H 1.88044 -0.73597 0.05315  0.322

Values from the calculation:
Net charge   0
Lowest unoccupied orbital energy   -2.01 eV
HOMO level   -0.30928 hartree
Frontier orbital gap   6.40 eV

***

(5)
Density functional theory data (ωB97M-V with the def2-TZVPD basis set) for a 2-piece molecular cluster, H2IO overall in a non-equilibrium geometry.

Last column: natural (NBO) charge in e.
Cartesian coordinates (Å):
1 O 0.25754 0.75516 -0.81954  -0.970
2 H 0.04263 0.03254 -0.18718  0.507
3 H -0.59990 1.21237 -0.97447  0.451
4 I 0.29973 -2.00007 1.98120  -0.988

Values from the calculation:
Net charge   -1
Lowest unoccupied orbital energy   3.84 eV
HOMO level   -0.12778 hartree
Frontier orbital gap   7.32 eV

***

(6)
Density functional theory data (ωB97M-V with the def2-TZVPD basis set) for a 2-piece molecular cluster, H2IOPS2 overall in a non-equilibrium geometry.

Last column: natural (NBO) charge in e.
Cartesian coordinates (Å):
1 O -0.99078 -0.62128 1.20878  -0.875
2 P -0.64962 1.40439 -0.41216  0.719
3 S -0.08738 3.18964 0.34801  -0.316
4 S 0.63758 0.47546 -1.64566  -0.157
5 I -2.85026 1.31802 -1.50538  0.018
6 H -1.68740 -0.96509 0.69983  0.421
7 H -0.09934 -0.66054 -1.43593  0.190

Values from the calculation:
Net charge   0
Lowest unoccupied orbital energy (spin up / spin down)   -2.69 / -2.69 eV
HOMO level (spin up / spin down)   -0.35449 / -0.35461 hartree
Frontier orbital gap (spin up / spin down)   6.96 / 6.96 eV

***

(7)
Density functional theory data (ωB97M-V with the def2-TZVPD basis set) for H2KNO4 as an isolated structure in a non-equilibrium geometry.

Last column: natural (NBO) charge in e.
Cartesian coordinates (Å):
1 K 8.82214 3.21057 -20.60699  0.981
2 N 5.96642 1.56636 -20.07692  0.707
3 O 6.81732 1.84729 -19.16399  -0.633
4 O 5.04664 0.78317 -19.84851  -0.446
5 O 6.14154 2.07427 -21.23056  -0.610
6 O 11.81271 3.42462 -19.86886  -0.959
7 H 11.81852 3.83244 -20.74251  0.466
8 H 12.70667 3.52704 -19.52309  0.494

Values from the calculation:
Net charge   0
Lowest unoccupied orbital energy   -1.10 eV
HOMO level   -0.30534 hartree
Frontier orbital gap   7.20 eV

***

(8)
Density functional theory data (ωB97M-V with the def2-TZVPD basis set) for H2LiO as an isolated structure in a non-equilibrium geometry.

Last column: natural (NBO) charge in e.
Cartesian coordinates (Å):
1 O -0.09066 -0.05120 0.06178  -1.063
2 H -0.32767 -0.94608 -0.27179  0.535
3 H -0.94954 0.35152 0.32332  0.538
4 Li 1.36787 0.64575 -0.11332  0.990

Values from the calculation:
Net charge   +1
Lowest unoccupied orbital energy   -4.93 eV
HOMO level   -0.69738 hartree
Frontier orbital gap   14.04 eV

***

(9)
Density functional theory data (ωB97M-V with the def2-TZVPD basis set) for H2MgO as an isolated structure in a non-equilibrium geometry.

Last column: natural (NBO) charge in e.
Cartesian coordinates (Å):
1 O -0.00545 0.00304 -0.30702  -1.087
2 H -0.05380 0.94475 -0.58828  0.551
3 H 0.31196 -0.47804 -1.10456  0.571
4 Mg -0.25271 -0.46974 1.99985  1.965

Values from the calculation:
Net charge   +2
Lowest unoccupied orbital energy   -14.33 eV
HOMO level   -0.85733 hartree
Frontier orbital gap   9.00 eV

***

(10)
Density functional theory data (ωB97M-V with the def2-TZVPD basis set) for H2N2 in the gas phase in a non-equilibrium geometry.

Last column: natural (NBO) charge in e.
Cartesian coordinates (Å):
1 H 0.43463 -0.09215 1.02261  0.278
2 N 0.13923 0.68571 0.41047  -0.272
3 N -0.23973 0.21892 -0.68339  -0.293
4 H -0.33413 -0.81248 -0.74969  0.286

Values from the calculation:
SMILES string   [H]/N=N\[H]
Net charge   0
Lowest unoccupied orbital energy   0.68 eV
HOMO level   -0.35612 hartree
Frontier orbital gap   10.38 eV